# 1
{
  "formula": "C23H27CuN4O3S2",
  "method": "wB97M-V/def2-TZVPD",
  "total_energy_ev": -102695.315,
  "homo_lumo_gap_ev": [6.75, 5.42],
  "lumo_ev": [-3.4, -4.7],
  "multiplicity": 2,
  "homo_energy_ev": [-10.122, -10.142],
  "largest_force_ev_per_a": 0.5,
  "molar_mass_g_mol": 535.17,
  "total_charge": 1,
  "s_squared": 0.805,
  "elements": ["Cu", "C", "O", "C", "C", "C", "C", "C", "C", "N", "N", "C", "C", "C", "C", "O", "C", "N", "C", "C", "C", "C", "H", "H", "H", "H", "H", "H", "H", "H", "H", "H", "H", "H", "C", "C", "O", "C", "C", "H", "H", "H", "H", "H", "H", "H", "H", "H", "H", "S", "C", "N", "C", "C", "S", "H", "H", "H", "H", "H"],
  "positions_angstrom": [[-1.673, 0.727, 1.531], [6.596, 1.409, -2.770], [5.197, 1.331, -3.027], [4.594, 0.134, -2.936], [3.208, 0.135, -3.155], [2.495, -1.034, -3.073], [3.155, -2.233, -2.776], [4.536, -2.244, -2.629], [5.260, -1.065, -2.681], [2.528, -3.501, -2.689], [1.325, -3.613, -2.438], [0.464, -2.766, -1.801], [-0.829, -2.634, -2.358], [-1.778, -1.832, -1.802], [-1.532, -1.156, -0.561], [-2.402, -0.503, 0.041], [-0.187, -1.309, 0.040], [0.017, -0.629, 1.181], [1.145, -0.817, 1.835], [2.135, -1.700, 1.390], [1.954, -2.360, 0.202], [0.771, -2.150, -0.527], [6.846, 2.464, -2.802], [7.161, 0.877, -3.538], [6.834, 1.004, -1.785], [2.728, 1.071, -3.407], [1.432, -1.027, -3.277], [5.034, -3.190, -2.464], [6.331, -1.092, -2.555], [-1.029, -3.169, -3.278], [-2.748, -1.708, -2.263], [1.267, -0.251, 2.752], [3.030, -1.847, 1.978], [2.708, -3.046, -0.159], [-2.111, 0.335, 4.880], [-1.737, 1.708, 4.379], [-0.809, 1.554, 3.288], [0.092, 2.662, 3.112], [-0.527, 3.814, 2.353], [-2.887, 0.412, 5.641], [-1.250, -0.175, 5.311], [-2.500, -0.276, 4.061], [-1.255, 2.303, 5.158], [-2.619, 2.247, 4.026], [0.954, 2.258, 2.578], [0.430, 2.981, 4.101], [-0.842, 3.508, 1.354], [0.207, 4.615, 2.247], [-1.395, 4.219, 2.875], [-3.570, 2.357, 1.211], [-4.563, 1.473, 0.196], [-5.229, 0.376, 0.530], [-5.852, -0.386, -0.543], [-6.120, 0.622, -1.659], [-4.849, 1.909, -1.459], [-5.065, -0.023, 1.442], [-6.777, -0.839, -0.189], [-5.175, -1.177, -0.876], [-7.105, 1.076, -1.575], [-6.018, 0.170, -2.642]],
  "forces_ev_per_a": [[-0.267, 0.349, 0.197], [-0.026, -0.043, -0.056], [-0.068, -0.042, 0.079], [0.085, 0.050, -0.053], [0.017, -0.020, -0.009], [-0.072, 0.004, 0.019], [-0.074, -0.177, 0.079], [0.121, 0.060, 0.012], [-0.045, -0.022, -0.005], [-0.052, 0.187, -0.090], [0.140, -0.037, 0.173], [-0.118, 0.017, -0.091], [0.060, -0.005, 0.010], [0.048, 0.036, 0.150], [0.127, -0.080, -0.050], [-0.157, -0.226, -0.343], [-0.191, 0.036, -0.010], [-0.006, -0.077, -0.128], [-0.004, 0.087, 0.023], [-0.016, 0.016, -0.006], [0.031, 0.008, -0.042], [0.065, -0.079, -0.116], [-0.008, 0.003, -0.006], [0.008, -0.012, 0.008], [0.010, 0.013, 0.016], [-0.002, 0.003, 0.006], [0.013, 0.031, 0.007], [-0.008, -0.001, -0.001], [0.023, 0.002, 0.017], [0.011, -0.013, -0.001], [-0.013, 0.003, 0.016], [0.000, -0.015, 0.008], [0.000, 0.004, 0.008], [0.019, -0.020, -0.036], [-0.017, -0.026, -0.012], [-0.003, 0.038, -0.124], [0.143, 0.108, 0.234], [-0.101, -0.069, -0.014], [0.012, 0.045, 0.002], [0.004, 0.002, 0.003], [0.003, 0.000, -0.014], [-0.020, 0.010, 0.001], [-0.001, -0.032, 0.039], [0.011, 0.032, 0.011], [-0.024, 0.003, -0.039], [0.036, -0.011, 0.006], [0.009, -0.018, 0.002], [-0.017, 0.010, 0.003], [0.006, -0.001, 0.009], [0.301, -0.100, 0.105], [-0.035, -0.106, -0.027], [-0.006, 0.043, -0.004], [-0.033, 0.042, 0.022], [0.034, -0.025, -0.006], [0.029, 0.014, -0.001], [0.001, -0.009, -0.014], [0.006, -0.023, -0.015], [0.051, 0.021, 0.019], [0.005, 0.014, 0.032], [-0.043, -0.001, -0.004]]
}

# 2
{
  "formula": "C23H27CuN7O5P",
  "method": "wB97M-V/def2-TZVPD",
  "total_energy_ev": -98877.459,
  "homo_lumo_gap_ev": [7.48, 7.23],
  "lumo_ev": [-2.2, -3.7],
  "multiplicity": 2,
  "homo_energy_ev": [-9.631, -10.914],
  "largest_force_ev_per_a": 0.7,
  "molar_mass_g_mol": 576.03,
  "total_charge": 1,
  "s_squared": 0.760,
  "elements": ["Cu", "N", "N", "C", "N", "N", "N", "O", "O", "H", "H", "H", "H", "H", "O", "C", "O", "C", "C", "C", "C", "C", "C", "P", "C", "C", "C", "C", "C", "C", "C", "C", "C", "C", "C", "C", "H", "H", "H", "H", "H", "H", "H", "H", "H", "H", "H", "H", "H", "H", "C", "N", "C", "C", "N", "H", "H", "H", "H", "H", "H", "O", "H", "H"],
  "positions_angstrom": [[-1.028, -1.276, 0.758], [-3.645, -1.424, 1.198], [-3.860, -1.239, 2.563], [-2.878, -0.752, 3.334], [-3.176, -0.478, 4.602], [-1.707, -0.579, 2.706], [-0.679, 0.055, 3.356], [-0.748, 0.451, 4.518], [0.295, 0.275, 2.656], [-3.985, -0.626, 0.670], [-4.037, -2.301, 0.891], [-4.794, -1.275, 2.942], [-4.114, -0.580, 4.947], [-2.457, -0.054, 5.170], [-3.858, 1.212, 0.225], [-2.780, 1.278, -0.310], [-1.957, 0.231, -0.424], [-2.163, 2.471, -0.946], [-2.840, 3.654, -1.194], [-2.178, 4.671, -1.861], [-0.858, 4.497, -2.274], [-0.179, 3.317, -2.006], [-0.837, 2.298, -1.326], [-0.171, 0.642, -0.957], [1.578, 0.979, -0.519], [1.883, 2.158, 0.171], [3.156, 2.371, 0.677], [4.141, 1.404, 0.527], [3.836, 0.206, -0.106], [2.560, -0.016, -0.604], [-0.218, -0.252, -2.542], [0.937, -0.519, -3.280], [0.863, -1.186, -4.496], [-0.360, -1.594, -5.000], [-1.519, -1.309, -4.291], [-1.453, -0.641, -3.076], [-3.870, 3.761, -0.875], [-2.688, 5.601, -2.073], [-0.356, 5.294, -2.809], [0.849, 3.194, -2.324], [1.124, 2.913, 0.323], [3.377, 3.294, 1.198], [5.137, 1.579, 0.913], [4.594, -0.561, -0.212], [2.322, -0.976, -1.044], [1.901, -0.173, -2.938], [1.772, -1.375, -5.053], [-0.414, -2.119, -5.945], [-2.485, -1.597, -4.686], [-2.371, -0.421, -2.550], [3.222, -1.246, 3.005], [2.913, -2.290, 2.024], [3.868, -3.378, 1.830], [1.748, -2.315, 1.427], [0.722, -2.342, 0.890], [3.199, -1.655, 4.016], [2.501, -0.436, 2.920], [4.218, -0.857, 2.796], [3.974, -3.964, 2.744], [4.838, -2.959, 1.562], [3.528, -4.029, 1.029], [-1.756, -2.948, -0.695], [-0.985, -3.521, -0.605], [-1.656, -2.539, -1.566]],
  "forces_ev_per_a": [[-0.076, -0.114, 0.259], [-0.034, -0.400, 0.174], [-0.114, -0.206, -0.183], [-0.039, 0.189, -0.152], [0.268, 0.055, 0.068], [0.575, 0.064, 0.350], [-0.249, 0.655, 0.060], [-0.202, -0.414, -0.090], [0.111, -0.246, -0.105], [-0.119, 0.074, 0.039], [0.017, -0.084, 0.059], [-0.050, 0.036, -0.037], [0.001, -0.014, -0.026], [-0.029, -0.011, -0.009], [-0.347, 0.168, 0.059], [0.654, 0.047, -0.172], [-0.266, 0.077, -0.289], [-0.050, -0.060, 0.062], [-0.051, 0.019, 0.022], [0.020, 0.027, -0.022], [0.002, -0.023, 0.031], [-0.003, -0.014, 0.057], [0.060, -0.060, 0.023], [0.123, 0.345, -0.250], [-0.005, -0.142, 0.047], [0.037, -0.029, -0.007], [-0.006, -0.007, 0.011], [-0.014, 0.013, -0.021], [-0.065, -0.007, -0.055], [0.001, -0.018, 0.083], [-0.041, -0.053, 0.035], [0.014, 0.133, -0.051], [0.004, 0.015, 0.022], [-0.031, -0.017, 0.026], [0.011, 0.025, 0.019], [0.021, -0.083, -0.021], [0.022, -0.008, -0.011], [0.010, -0.016, -0.001], [-0.003, -0.019, 0.005], [-0.005, 0.007, 0.002], [-0.013, 0.025, -0.017], [-0.013, -0.014, -0.021], [-0.017, -0.003, -0.003], [-0.031, 0.018, 0.001], [0.025, 0.032, 0.007], [-0.033, -0.017, -0.011], [-0.015, 0.004, 0.020], [-0.002, 0.023, 0.016], [0.019, 0.002, 0.006], [0.018, 0.008, 0.002], [-0.032, -0.021, -0.077], [-0.071, 0.020, -0.095], [-0.046, 0.043, 0.035], [0.248, -0.101, 0.169], [-0.182, 0.220, 0.071], [-0.006, -0.016, 0.017], [0.015, -0.049, 0.004], [0.007, 0.003, 0.002], [-0.005, 0.001, 0.013], [0.016, -0.002, -0.008], [-0.012, 0.002, -0.009], [0.026, 0.022, -0.112], [-0.012, -0.046, 0.000], [-0.037, -0.055, -0.024]]
}

# 3
{
  "formula": "C23H27CuN7O5P",
  "method": "wB97M-V/def2-TZVPD",
  "total_energy_ev": -98879.028,
  "homo_lumo_gap_ev": [7.80, 7.85],
  "lumo_ev": [-2.3, -2.7],
  "multiplicity": 2,
  "homo_energy_ev": [-10.102, -10.512],
  "largest_force_ev_per_a": 1.2,
  "molar_mass_g_mol": 576.03,
  "total_charge": 1,
  "s_squared": 0.757,
  "elements": ["Cu", "N", "N", "C", "N", "N", "N", "O", "O", "H", "H", "H", "H", "H", "O", "C", "O", "C", "C", "C", "C", "C", "C", "P", "C", "C", "C", "C", "C", "C", "C", "C", "C", "C", "C", "C", "H", "H", "H", "H", "H", "H", "H", "H", "H", "H", "H", "H", "H", "H", "C", "N", "C", "C", "N", "H", "H", "H", "H", "H", "H", "O", "H", "H"],
  "positions_angstrom": [[0.722, -2.118, 0.181], [2.261, -3.295, 1.555], [2.057, -2.827, 2.845], [1.435, -1.622, 3.028], [1.396, -1.137, 4.274], [0.894, -1.064, 1.965], [0.396, 0.194, 1.994], [-1.456, 1.745, 1.440], [0.288, 0.867, 3.075], [2.096, -4.289, 1.504], [3.179, -3.062, 1.197], [2.632, -3.178, 3.591], [1.939, -1.533, 5.021], [0.976, -0.216, 4.350], [1.553, -0.536, -2.436], [0.842, 0.104, -1.697], [0.956, 0.058, -0.372], [-0.257, 0.987, -2.118], [-0.587, 1.297, -3.427], [-1.628, 2.186, -3.650], [-2.309, 2.750, -2.578], [-1.973, 2.430, -1.268], [-0.942, 1.530, -1.048], [-0.174, 1.181, 0.592], [-2.600, 1.117, 1.872], [-3.771, 1.862, 1.846], [-4.956, 1.300, 2.291], [-4.986, -0.004, 2.763], [-3.811, -0.737, 2.806], [-2.617, -0.181, 2.368], [0.962, 2.574, 0.772], [0.465, 3.829, 1.107], [1.328, 4.905, 1.230], [2.688, 4.738, 1.016], [3.188, 3.484, 0.694], [2.330, 2.403, 0.574], [-0.029, 0.860, -4.245], [-1.908, 2.447, -4.661], [-3.106, 3.459, -2.758], [-2.507, 2.880, -0.444], [-3.747, 2.883, 1.488], [-5.867, 1.884, 2.258], [-5.914, -0.441, 3.106], [-3.814, -1.749, 3.192], [-1.697, -0.745, 2.438], [-0.592, 3.959, 1.297], [0.938, 5.875, 1.510], [3.359, 5.582, 1.105], [4.251, 3.344, 0.548], [2.723, 1.425, 0.331], [3.043, -3.239, -3.767], [1.713, -3.776, -3.481], [1.120, -4.693, -4.447], [1.130, -3.515, -2.346], [0.598, -3.359, -1.324], [3.800, -4.021, -3.678], [3.260, -2.425, -3.084], [3.058, -2.848, -4.784], [1.729, -5.594, -4.538], [1.066, -4.207, -5.422], [0.118, -4.970, -4.132], [-1.510, -1.330, -0.338], [-1.557, -1.542, -1.279], [-2.171, -1.882, 0.098]],
  "forces_ev_per_a": [[0.019, -0.239, 0.375], [0.090, -0.033, -0.182], [-0.100, -0.101, 0.143], [-0.300, 0.416, -0.295], [0.026, 0.113, 0.023], [0.180, -0.712, -0.366], [-0.355, 0.584, 0.619], [0.192, -0.026, -0.117], [0.120, -0.318, -0.074], [-0.054, -0.053, 0.009], [0.110, -0.062, 0.095], [0.072, 0.015, 0.044], [0.007, -0.046, -0.052], [0.053, 0.002, 0.135], [0.068, -0.011, 0.122], [0.078, -0.073, -0.507], [-0.268, 0.629, 0.618], [-0.136, 0.116, 0.107], [0.039, -0.040, -0.016], [-0.007, -0.017, -0.052], [0.005, 0.027, 0.079], [-0.130, -0.035, -0.056], [-0.081, -0.095, 0.294], [0.762, 0.235, -0.932], [-0.262, -0.162, 0.071], [0.065, 0.075, -0.039], [-0.050, -0.051, -0.029], [-0.039, 0.001, 0.023], [-0.009, 0.026, -0.031], [0.240, -0.035, -0.032], [-0.011, -0.091, 0.087], [-0.069, -0.004, 0.042], [-0.002, 0.023, 0.022], [-0.003, -0.017, -0.002], [0.020, 0.010, 0.026], [-0.049, -0.045, -0.011], [0.009, -0.006, 0.011], [0.011, 0.010, 0.003], [-0.015, -0.027, -0.033], [0.026, -0.015, -0.023], [0.020, -0.017, 0.009], [0.011, 0.021, 0.023], [0.000, 0.010, -0.004], [0.004, 0.016, 0.009], [-0.095, -0.061, -0.007], [0.018, 0.016, -0.018], [-0.006, 0.007, -0.041], [0.002, -0.004, 0.019], [-0.004, 0.007, -0.028], [0.033, 0.009, -0.008], [0.042, -0.021, -0.033], [0.120, 0.183, -0.157], [-0.055, -0.075, -0.069], [-0.242, -0.351, 0.262], [0.336, 0.175, -0.343], [-0.035, 0.006, 0.013], [-0.012, 0.064, 0.059], [-0.038, 0.008, 0.018], [-0.011, 0.003, 0.034], [-0.019, 0.016, 0.022], [0.010, 0.007, 0.020], [-0.191, -0.033, 0.100], [-0.071, -0.034, 0.070], [-0.066, 0.082, -0.049]]
}

# 4
{
  "formula": "C23H27EuN9PS4",
  "method": "wB97M-V/def2-TZVPD",
  "total_energy_ev": -109661.945,
  "homo_lumo_gap_ev": [5.13, 5.16],
  "lumo_ev": [2.2, 2.2],
  "multiplicity": 8,
  "homo_energy_ev": [-2.944, -2.978],
  "largest_force_ev_per_a": 2.9,
  "molar_mass_g_mol": 740.74,
  "total_charge": -1,
  "s_squared": 15.760,
  "elements": ["Eu", "N", "N", "C", "N", "S", "H", "H", "H", "H", "H", "N", "P", "C", "C", "C", "C", "C", "C", "C", "C", "C", "C", "C", "C", "C", "C", "C", "C", "C", "N", "H", "H", "H", "H", "H", "H", "H", "H", "H", "H", "H", "H", "H", "H", "H", "C", "C", "C", "N", "N", "C", "N", "S", "H", "H", "H", "H", "H", "H", "H", "S", "S", "C", "N"],
  "positions_angstrom": [[-1.234, 0.728, 0.420], [0.530, 0.337, 2.562], [0.204, -0.690, 3.449], [-0.024, -0.481, 4.760], [-0.715, -1.482, 5.342], [0.482, 0.902, 5.577], [1.486, 0.256, 2.244], [0.410, 1.213, 3.096], [-0.271, -1.474, 3.023], [-1.180, -2.231, 4.818], [-0.900, -1.422, 6.324], [-0.307, -1.532, -2.579], [0.772, -1.404, -1.272], [2.378, -0.992, -2.096], [2.912, 0.280, -1.844], [4.164, 0.664, -2.287], [4.845, -0.231, -3.083], [4.295, -1.454, -3.425], [3.052, -1.827, -2.942], [1.023, -3.185, -0.981], [1.992, -3.638, -0.082], [2.040, -4.931, 0.373], [1.085, -5.832, -0.046], [0.049, -5.392, -0.833], [0.017, -4.096, -1.333], [-0.837, -0.283, -2.991], [-1.351, -0.112, -4.238], [-1.909, 1.208, -4.515], [-1.859, 2.229, -3.686], [-1.130, 2.032, -2.383], [-0.809, 0.658, -2.041], [-0.040, -2.126, -3.360], [2.351, 0.956, -1.209], [4.595, 1.618, -2.071], [5.838, -0.013, -3.424], [4.896, -2.123, -4.041], [2.621, -2.780, -3.251], [2.771, -2.949, 0.262], [2.814, -5.264, 1.047], [1.102, -6.888, 0.242], [-0.732, -6.110, -1.101], [-0.765, -3.714, -1.961], [-1.349, -0.913, -5.005], [-2.303, 1.346, -5.516], [-2.193, 3.248, -3.961], [-0.200, 2.557, -2.505], [-4.545, 3.533, 2.239], [-3.394, 3.444, 3.230], [-2.055, 3.761, 2.609], [-1.197, 2.817, 2.366], [-0.034, 3.221, 1.739], [-0.041, 4.491, 1.529], [0.956, 5.195, 0.884], [-1.463, 5.309, 2.177], [-5.482, 3.467, 2.773], [-4.536, 2.716, 1.539], [-4.550, 4.467, 1.684], [-3.345, 2.423, 3.627], [-3.542, 4.085, 4.085], [1.562, 4.587, 0.368], [0.575, 5.987, 0.386], [-2.046, 2.855, -1.019], [-1.608, -3.624, 2.776], [-1.869, -2.235, 2.004], [-2.003, -1.160, 1.524]],
  "forces_ev_per_a": [[1.123, 0.729, -0.513], [-0.455, 0.671, 0.154], [0.254, -0.354, 0.223], [-0.031, 0.021, -0.283], [-0.264, -0.402, 0.214], [-0.062, -0.154, -0.013], [0.278, -0.011, 0.341], [0.282, -0.320, -0.409], [0.136, 0.120, -0.003], [0.412, 0.412, -0.020], [0.061, 0.186, 0.053], [-0.057, 0.157, 0.025], [0.371, -0.128, -0.320], [-0.550, 1.202, 0.696], [-0.187, -0.006, 0.795], [-0.490, -0.547, -0.464], [0.381, -0.339, -0.100], [0.436, -0.181, -0.238], [0.352, -0.816, -0.697], [-0.611, -0.709, 0.638], [0.767, 1.022, -0.059], [0.271, -0.457, 0.022], [-0.303, -0.717, 0.267], [-0.669, -0.399, -0.894], [0.605, 0.353, 0.356], [-0.266, 0.296, 0.041], [-0.078, -0.167, -0.882], [0.043, -1.156, -1.453], [0.122, 0.706, 0.528], [-0.600, 0.122, -0.414], [0.086, -0.453, 0.327], [-0.065, 0.158, 0.185], [-0.130, 0.022, 0.019], [0.042, 0.446, 0.237], [0.353, 0.209, -0.187], [-0.322, 0.048, 0.040], [0.114, 0.058, 0.249], [-0.267, -0.076, -0.084], [0.180, 0.124, 0.055], [0.092, 0.458, 0.124], [0.164, 0.342, -0.015], [-0.451, -0.275, -0.105], [-0.026, 0.623, 0.662], [-0.263, 0.066, -0.064], [0.120, -0.778, 0.321], [0.809, 0.668, 0.252], [-0.148, 0.295, 0.221], [0.496, -0.202, -0.311], [0.373, -1.286, 0.312], [-0.238, -0.035, -0.128], [-0.532, 0.126, 0.299], [-0.192, 0.465, 0.088], [-0.760, 0.138, 0.763], [0.433, 0.098, -0.512], [-0.359, 0.017, 0.226], [0.235, -0.249, -0.421], [0.083, 0.096, -0.110], [0.238, 0.165, -0.102], [-0.166, 0.389, 0.257], [0.148, -0.050, -0.399], [0.379, -0.155, -0.283], [-0.524, 1.040, 0.063], [0.085, -0.823, 0.284], [-0.566, 1.845, -0.857], [-0.688, -2.648, 1.002]]
}